#P
Computed, not measured: a gas-phase ion, C2H8NS (charge +1), with ωB97M-V/def2-TZVPD.

Calculated values
E_LUMO: -4.06 eV
E_HOMO: -13.32 eV
SMILES: [NH3+]CCS
total charge: +1

Cartesian coordinates (Å):
S  0.83  0.70  1.38
N  -1.08  -0.99  -1.81
C  -0.36  0.54  0.05
C  -0.14  -0.78  -0.64
H  -0.62  -1.29  -2.68
H  -1.31  0.49  0.56
H  -1.82  -1.67  -1.65
H  0.88  -0.87  -0.98
H  -0.39  1.34  -0.69
H  -1.53  -0.11  -2.08
H  1.90  0.92  0.63
H  -0.36  -1.56  0.10

These are the natural (NBO) partial charges, in e, on atoms 1 to 4: number 1, S, carries 0.07; number 2, N, carries -0.68; number 3, C, carries -0.57; number 4, C, carries -0.24

=====

#Q
Computed, not measured: 2 unconnected molecules or ions with the total composition C2H8NS, with ωB97M-V/def2-TZVPD.

Calculated values
E_LUMO: -6.19 eV
E_HOMO: -14.56 eV
total charge: +1

Cartesian coordinates (Å):
S  0.56  -1.68  1.06
N  -0.97  1.33  1.06
C  0.53  -0.31  -1.31
C  -0.15  -1.11  -0.32
H  -0.07  0.59  -1.32
H  -1.07  2.08  0.45
H  -1.06  -1.43  -0.59
H  0.65  -0.77  -2.25
H  1.98  -1.38  0.98
H  -0.25  1.59  1.69
H  1.65  -0.11  -1.05
H  -1.81  1.21  1.59

These are the natural (NBO) partial charges, in e, on atoms 1 to 4: number 1, S, carries 0.40; number 2, N, carries -1.09; number 3, C, carries -0.72; number 4, C, carries 0.02

=====

Verdict on stability: #P comes out on top.